18
Properties=species:S:1:pos:R:3 method="wB97M-V/def2-TZVPD" total_charge=+1 smiles="N[C@]1(S)CC=NC(=[NH2+])N1" gap_ev=8.14 de_lowest_kcal_mol=51.46
C -0.833 0.128 -1.630
C -1.460 -0.056 0.576
C 0.458 -0.555 -1.200
C 0.900 -0.103 0.166
N -1.687 0.159 -0.686
N -0.208 -0.077 1.081
N -2.523 -0.185 1.322
N 1.455 1.515 -0.108
S 2.353 -1.055 0.769
H -1.269 0.316 -2.645
H 0.269 -1.559 -1.122
H 1.380 -0.493 -1.830
H 0.021 -0.101 2.027
H -3.295 -0.295 0.755
H -2.440 -0.368 2.307
H 1.312 2.000 0.786
H 2.514 1.269 -0.336
H 3.054 -0.540 -0.231


19
Properties=species:S:1:pos:R:3 method="wB97M-V/def2-TZVPD" total_charge=+1 smiles="[NH2+]=CNCNc1cnn[nH]1" gap_ev=8.47 de_lowest_kcal_mol=43.63
C -0.173 -0.834 0.905
C 0.007 1.481 0.503
C -0.911 -0.847 -2.404
C -0.154 0.159 -1.934
N -0.260 -1.547 -3.281
N 0.914 -1.063 -3.370
N -0.445 1.139 -0.892
N 1.030 0.055 -2.593
N -0.207 0.423 1.523
N -0.290 -1.888 1.591
H 1.059 1.849 0.534
H -0.626 2.413 0.823
H -1.978 -0.987 -2.526
H -0.214 -1.337 -0.178
H -1.306 1.605 -1.028
H 1.955 0.451 -2.431
H -0.861 0.582 2.315
H -0.027 -2.728 1.177
H -0.817 -1.896 2.474